Density functional theory data (wB97M-V/def2-TZVPD) for the ion C3H4NO with charge +1.

Last column: natural (NBO) charge in e.
Cartesian coordinates (Å):
C -2.95495 0.07697 0.28218  0.459
C 0.07103 -0.34518 0.00409  -0.756
C -0.82793 0.67390 -0.48599  0.611
N -3.81324 -0.49362 0.76126  -0.137
O -2.04480 0.82168 -0.30318  -0.339
H 0.24835 -1.20229 -0.52239  0.328
H 0.89208 0.23981 0.08254  0.278
H -0.24147 -0.69176 1.03959  0.300
H -0.38332 1.53656 -1.11989  0.256

Orbital gap   10.56 eV
HOMO energy   -17.986 eV
2S+1   1
Net charge   +1

Density functional theory data (wB97M-V/def2-TZVPD) for a cluster of 3 separate species, C16H24BrN5O2P in total.

Last column: natural (NBO) charge in e.
Cartesian coordinates (Å):
O 0.72140 -0.47202 -5.16224  -1.004
P -0.04813 -0.17751 -3.95687  1.659
N 0.60981 -0.92440 -2.50132  -0.789
C 0.33299 -2.10439 -2.07058  0.772
N -0.62289 -2.89580 -2.72337  -0.693
C -1.67362 -3.19002 -1.69912  0.074
O -1.12521 -3.64508 -0.49052  -0.503
C -0.27861 -2.64673 0.05302  0.262
C 0.11593 -2.97375 1.47577  -0.436
C 1.38275 -2.26652 1.97324  -0.428
C 1.41764 -0.78111 1.66510  -0.443
Br 3.10941 -0.03067 2.25253  -0.005
N 0.90774 -2.53759 -0.87591  -0.680
H -1.39492 -0.54320 -3.98129  -0.053
H -0.01802 1.13506 -3.47492  -0.067
H 1.28708 -0.36370 -1.92902  0.495
H -0.17382 -3.76665 -3.00627  0.412
H -2.21600 -2.25272 -1.53271  0.170
H -2.35648 -3.93916 -2.08530  0.234
H -0.80271 -1.68475 -0.02393  0.167
H 0.18410 -4.05996 1.56738  0.243
H -0.72430 -2.66691 2.10487  0.235
H 1.39763 -2.37738 3.05904  0.237
H 2.27916 -2.77261 1.61149  0.220
H 0.66435 -0.22016 2.21461  0.246
H 1.34233 -0.54934 0.60720  0.208
H 1.25398 -3.48741 -1.01573  0.403
N -1.41009 1.05214 2.66972  -0.437
C -2.21439 0.70266 1.66790  0.012
C -3.19443 1.52680 1.13895  -0.253
C -3.35017 2.79336 1.68369  -0.163
C -2.52338 3.17232 2.72796  -0.250
C -1.57258 2.26927 3.18452  0.040
H -2.06786 -0.29950 1.27229  0.169
H -3.82231 1.18536 0.32686  0.221
H -4.10540 3.46867 1.30377  0.230
H -2.61206 4.14723 3.18689  0.233
H -0.90925 2.53063 4.00090  0.207
N 1.84085 1.16250 -0.88766  -0.523
C 2.95363 1.83455 -1.19078  0.064
C 3.15255 3.16350 -0.85677  -0.243
C 2.14975 3.83312 -0.17465  -0.139
C 0.98940 3.14674 0.14959  -0.237
C 0.88393 1.82018 -0.22598  0.026
H 3.71852 1.27852 -1.71980  0.206
H 4.07534 3.65774 -1.12476  0.239
H 2.27141 4.87151 0.10320  0.233
H 0.18221 3.62624 0.68588  0.234
H -0.00726 1.25097 0.02315  0.194

Orbital gap   8.07 eV
HOMO energy   -12.294 eV
2S+1   1
Net charge   +1

Density functional theory data (wB97M-V/def2-TZVPD) for a structure of composition C31H34As2N5RuS3.

Last column: Löwdin charge in e.
Cartesian coordinates (Å):
Ru 0.13767 1.37875 -0.70149  0.606
C -4.55452 -1.72645 3.73870  -0.054
C -3.36123 -1.02275 3.15189  -0.285
C -2.06187 -1.30268 3.58341  -0.042
C -0.96576 -0.69912 3.00859  -0.046
C -1.08026 0.25916 1.97591  -0.297
N 0.02423 0.79839 1.36063  -0.135
C 1.11681 1.04777 2.18734  -0.349
C 0.99793 1.60028 3.47260  -0.026
C 2.10551 1.96270 4.20856  -0.031
C 3.40347 1.81971 3.70937  -0.272
C 4.59833 2.30258 4.48477  -0.053
C 3.53700 1.26898 2.44890  0.016
C 2.41959 0.87127 1.72434  -0.197
N 2.63045 0.26063 0.45117  -0.074
C 3.48320 -0.74829 0.21988  -0.059
C 3.62437 -0.88921 -1.14248  -0.036
C 2.80002 0.10034 -1.67235  -0.162
N 2.18975 0.80410 -0.71991  -0.071
C -2.38743 0.55028 1.58451  -0.147
C -3.49385 -0.09340 2.13845  -0.001
N -2.64563 1.55166 0.60587  -0.059
C -3.69371 2.38432 0.61053  -0.046
C -3.80033 2.94537 -0.64198  -0.025
C -2.74541 2.39180 -1.35621  -0.193
N -2.02474 1.54845 -0.60732  -0.059
H -4.41885 -1.90655 4.80542  0.077
H -4.72092 -2.69587 3.26288  0.080
H -5.46333 -1.13813 3.61124  0.075
H -1.90841 -2.02755 4.37568  0.116
H 0.02809 -0.95579 3.35335  0.119
H 0.00617 1.77382 3.87045  0.123
H 1.96161 2.40532 5.18783  0.114
H 4.42285 2.23981 5.55882  0.075
H 4.82229 3.34515 4.24903  0.085
H 5.48669 1.71477 4.25220  0.075
H 4.51758 1.14591 2.00239  0.127
H 3.94080 -1.26733 1.04529  0.134
H 4.23616 -1.59538 -1.67484  0.103
H 2.62964 0.34775 -2.70568  0.083
H -4.47896 0.14953 1.75600  0.120
H -4.29631 2.49453 1.49571  0.133
H -4.52749 3.65955 -0.98346  0.103
H -2.47047 2.58368 -2.37494  0.056
S 1.09455 5.94574 -1.10586  0.501
C 0.77409 4.35369 -0.94212  -1.815
S 0.06076 3.31169 -2.12147  0.498
S 1.05844 3.33548 0.39633  0.633
C 0.17514 -3.08735 0.66507  -0.284
As -0.23259 -1.60231 -0.54297  1.158
C -2.14325 -2.00667 -0.74197  -0.269
C 0.42760 -2.30911 -2.23374  -0.423
C 0.90949 -3.60669 -2.38426  -0.102
C 1.45469 -4.02433 -3.58934  -0.081
C 1.51952 -3.14547 -4.66027  -0.081
C 1.03608 -1.85241 -4.52142  -0.106
C 0.49638 -1.42460 -3.31069  -0.421
As -0.16945 0.40289 -3.07700  1.059
C 0.70059 1.29223 -4.56471  -0.307
C -1.94448 0.18288 -3.85673  -0.261
H -0.35731 -3.99480 0.37768  0.029
H -0.15021 -2.78100 1.65810  0.001
H 1.24849 -3.27384 0.68355  0.023
H -2.28803 -2.95627 -1.25633  0.034
H -2.64109 -1.20498 -1.28179  -0.008
H -2.57382 -2.05802 0.25932  0.018
H 0.86711 -4.30149 -1.55470  0.088
H 1.82896 -5.03519 -3.69189  0.104
H 1.94723 -3.46361 -5.60249  0.104
H 1.09764 -1.17823 -5.36581  0.088
H 0.39338 0.83572 -5.50382  0.030
H 1.78196 1.23698 -4.45381  0.031
H 0.41642 2.34092 -4.55123  -0.014
H -1.86832 -0.54566 -4.66189  0.036
H -2.28408 1.13536 -4.26286  0.032
H -2.65661 -0.15934 -3.11186  0.006

⟨S²⟩   0.7574
Orbital gap (alpha / beta)   6.82 / 6.83 eV
HOMO energy (alpha / beta)   -6.469 / -6.828 eV
2S+1   2

ΔE to the lowest compared entry with this formula, charge and spin in kcal per mole, matching the order above: 67.6; 0.0; 20.4